ORCA calculation (the ωB97M-V functional and the def2-TZVPD basis) on a molecular structure, C38H45MnN2O8P4S at a distorted geometry.

Its charge is +2. For the molecular weight, the calculation gives 868.685 g/mol. Its multiplicity is 1. Its highest occupied orbital energy (alpha / beta) is -0.5020 / -0.5020 Eh. The calculated total energy comes out at -5100.8107 Ha.

Geometry (Å):
Mn 0.357 -0.169 0.148
C -0.406 -3.024 -1.535
C 1.056 -2.682 -1.846
P 1.733 -1.928 -0.284
C 3.494 -1.513 -0.322
C 4.089 -0.819 -1.374
C 5.400 -0.393 -1.255
C 6.116 -0.638 -0.092
C 5.520 -1.315 0.961
C 4.212 -1.746 0.852
C 1.681 -3.411 0.771
C 0.982 -3.460 1.968
C 0.863 -4.656 2.656
C 1.450 -5.803 2.151
C 2.203 -5.746 0.986
C 2.327 -4.556 0.299
P -1.279 -1.543 -0.798
C -2.357 -2.140 0.532
C -2.256 -3.366 1.178
C -3.044 -3.628 2.287
C -3.906 -2.663 2.783
C -4.009 -1.434 2.144
C -3.245 -1.178 1.022
C -2.428 -1.120 -2.153
C -3.719 -1.629 -2.256
C -4.475 -1.352 -3.385
C -3.953 -0.573 -4.407
C -2.666 -0.066 -4.307
C -1.908 -0.337 -3.182
H -0.438 -3.852 -0.823
H -0.937 -3.329 -2.440
H 1.096 -1.943 -2.647
H 1.614 -3.571 -2.148
H 3.523 -0.614 -2.269
H 5.866 0.140 -2.071
H 7.136 -0.299 0.005
H 6.068 -1.504 1.871
H 3.748 -2.255 1.686
H 0.536 -2.565 2.374
H 0.310 -4.682 3.581
H 1.334 -6.741 2.670
H 2.688 -6.634 0.615
H 2.934 -4.505 -0.594
H -1.575 -4.128 0.831
H -2.974 -4.593 2.764
H -4.510 -2.878 3.651
H -4.680 -0.678 2.522
H -3.324 -0.226 0.506
H -4.137 -2.245 -1.473
H -5.473 -1.754 -3.473
H -4.546 -0.367 -5.285
H -2.248 0.532 -5.104
H -0.902 0.042 -3.074
O -0.950 -1.616 3.948
P -0.485 -0.293 3.243
O 0.736 0.293 3.832
O -0.512 -0.410 1.749
O -1.783 0.688 3.613
P -1.486 2.228 3.703
O -0.371 2.482 4.733
O -2.671 3.072 3.713
O -0.674 2.488 2.270
H -1.873 -1.855 3.849
H 0.304 1.769 4.722
C 3.840 2.215 1.990
C 2.611 2.042 1.112
O 1.944 0.806 1.360
H 4.328 3.153 1.747
H 4.542 1.401 1.823
H 3.570 2.241 3.041
H 2.892 2.006 0.055
H 1.914 2.875 1.276
H 1.766 0.733 2.319
C -2.755 6.085 1.600
N -2.475 4.663 1.551
C -2.106 3.932 0.536
S -1.464 2.297 0.859
N -2.187 4.241 -0.753
C -3.096 5.207 -1.347
H -2.622 6.401 2.631
H -3.781 6.308 1.308
H -2.065 6.640 0.969
H -2.548 4.178 2.463
H -1.757 3.583 -1.389
H -2.725 6.225 -1.256
H -4.080 5.147 -0.887
H -3.199 4.974 -2.402
C 0.770 0.635 -1.285
C 1.074 1.369 -2.461
C 1.641 0.770 -3.604
C 1.937 1.514 -4.726
C 1.670 2.875 -4.758
C 1.080 3.483 -3.658
C 0.789 2.748 -2.527
H 1.835 -0.291 -3.604
H 2.376 1.030 -5.586
H 1.906 3.449 -5.639
H 0.849 4.538 -3.691
H 0.352 3.214 -1.657

Atoms 1-2, force components in eV/Å:
Mn 1.752 1.357 -3.092
C 0.006 0.162 0.194

Atomic partial charges in e from the Löwdin method, atoms 1 to 8: 0.212, -0.301, -0.316, 1.062, -0.331, -0.076, -0.059, -0.057